{"formula": "C29H34BN11O6PS2Sr", "method": "the ωB97M-V functional and the def2-TZVPD basis", "species": ["Sr", "O", "C", "N", "C", "C", "C", "C", "C", "C", "N", "C", "O", "C", "C", "C", "C", "C", "N", "C", "C", "C", "C", "C", "N", "H", "H", "H", "H", "H", "H", "H", "H", "H", "H", "H", "H", "C", "C", "O", "P", "S", "S", "O", "C", "C", "H", "H", "H", "H", "H", "H", "H", "H", "H", "H", "B", "N", "C", "C", "C", "N", "N", "C", "C", "C", "N", "H", "H", "H", "H", "H", "H", "H", "H", "N", "C", "N", "O", "H", "H", "H", "H", "O", "N"], "coordinates": [[0.825, 0.899, -0.456], [5.445, 0.561, -0.721], [4.229, 0.488, -0.977], [3.345, 1.458, -1.232], [3.761, 2.780, -1.459], [5.099, 3.191, -1.593], [5.437, 4.502, -1.901], [4.446, 5.453, -2.078], [3.121, 5.072, -1.954], [2.751, 3.763, -1.647], [1.396, 3.443, -1.432], [0.503, 3.913, -2.275], [0.651, 4.489, -3.387], [-0.933, 3.720, -1.827], [-1.822, 4.787, -1.924], [-3.113, 4.618, -1.468], [-3.489, 3.378, -0.971], [-2.553, 2.360, -0.953], [-1.292, 2.521, -1.366], [3.679, -0.932, -1.059], [4.573, -1.993, -0.978], [4.091, -3.285, -1.085], [2.734, -3.489, -1.273], [1.913, -2.376, -1.330], [2.367, -1.126, -1.224], [5.869, 2.456, -1.439], [6.483, 4.771, -1.992], [4.696, 6.482, -2.311], [2.328, 5.794, -2.100], [-1.471, 5.718, -2.346], [-3.821, 5.438, -1.497], [-4.489, 3.196, -0.600], [-2.824, 1.375, -0.597], [5.616, -1.763, -0.823], [4.764, -4.130, -1.002], [2.295, -4.475, -1.305], [0.840, -2.501, -1.423], [-2.597, -7.745, 3.735], [-1.845, -6.989, 2.657], [-0.905, -6.139, 3.299], [-0.190, -4.955, 2.401], [1.029, -4.053, 3.649], [0.384, -5.705, 0.672], [-1.487, -4.037, 2.056], [-2.149, -3.361, 3.130], [-3.635, -3.646, 3.025], [-3.321, -8.430, 3.285], [-3.130, -7.053, 4.390], [-1.902, -8.324, 4.346], [-2.534, -6.397, 2.046], [-1.321, -7.671, 1.984], [-1.936, -2.294, 3.046], [-1.759, -3.697, 4.092], [-4.004, -3.372, 2.036], [-4.185, -3.074, 3.777], [-3.834, -4.708, 3.181], [-1.646, 0.406, 2.453], [-1.341, 1.915, 2.203], [-1.990, 2.969, 2.714], [-1.363, 4.126, 2.283], [-0.312, 3.661, 1.489], [-0.307, 2.330, 1.446], [-2.113, -0.272, 1.121], [-3.311, -0.800, 0.843], [-3.280, -1.326, -0.436], [-1.977, -1.069, -0.874], [-1.284, -0.435, 0.072], [-2.570, 0.342, 3.233], [-0.655, -0.137, 2.858], [-2.847, 2.818, 3.350], [-1.629, 5.145, 2.505], [0.423, 4.209, 0.918], [-4.095, -0.769, 1.581], [-4.067, -1.839, -0.961], [-1.517, -1.276, -1.827], [1.728, 1.564, -3.879], [0.426, 1.189, -3.745], [-0.480, 1.924, -4.477], [0.074, 0.231, -3.048], [1.883, 2.538, -4.108], [2.342, 1.224, -3.140], [-0.245, 2.910, -4.551], [-1.425, 1.757, -4.169], [1.883, -0.620, 1.899], [1.562, -1.622, 1.445]], "forces_ev_per_a": [[0.268, 0.699, -0.693], [-0.177, 0.052, -0.039], [0.433, 0.110, -0.003], [-0.221, -0.228, -0.005], [-0.002, 0.121, 0.006], [-0.055, 0.053, 0.006], [0.010, -0.089, 0.022], [-0.015, 0.055, -0.016], [-0.075, -0.003, 0.026], [0.240, -0.073, 0.010], [-0.134, -0.299, 0.107], [-0.154, 0.111, -0.036], [0.060, -0.029, 0.009], [0.121, -0.199, -0.024], [0.069, -0.004, -0.032], [-0.067, -0.002, 0.017], [-0.073, 0.048, -0.003], [0.064, -0.062, -0.077], [-0.100, 0.200, 0.174], [-0.133, 0.019, -0.010], [-0.022, 0.019, -0.025], [0.002, -0.038, 0.000], [-0.018, 0.033, 0.045], [-0.038, -0.046, -0.002], [0.075, -0.086, -0.004], [0.045, -0.029, 0.004], [-0.004, 0.005, -0.002], [0.001, -0.007, -0.001], [0.028, 0.027, -0.005], [0.004, 0.000, 0.000], [0.002, 0.002, -0.004], [0.004, -0.006, -0.002], [0.020, 0.002, 0.007], [0.007, -0.004, 0.004], [-0.004, 0.003, -0.005], [0.000, -0.029, 0.001], [0.004, 0.043, 0.003], [0.034, 0.012, -0.044], [-0.026, -0.011, 0.093], [-0.044, 0.019, -0.080], [0.078, -0.202, 0.060], [-0.032, -0.048, -0.110], [0.055, 0.029, 0.019], [-0.002, 0.126, 0.107], [-0.071, -0.001, -0.030], [0.034, 0.026, 0.036], [-0.007, -0.004, 0.003], [-0.003, 0.004, 0.002], [-0.003, 0.003, 0.003], [0.009, -0.005, -0.009], [0.019, -0.011, -0.010], [-0.026, -0.030, -0.028], [0.026, -0.013, -0.007], [-0.014, 0.023, -0.033], [-0.004, 0.001, -0.010], [0.002, 0.008, 0.015], [-0.029, 0.024, -0.095], [-0.027, -0.058, -0.014], [-0.045, 0.024, -0.003], [-0.034, 0.025, 0.011], [0.030, -0.060, -0.057], [0.004, 0.071, 0.319], [0.106, 0.047, 0.134], [-0.063, 0.024, 0.029], [-0.001, -0.031, -0.044], [-0.050, 0.030, 0.080], [-0.305, -0.262, 0.006], [-0.049, 0.008, 0.006], [0.055, -0.048, -0.016], [0.006, 0.005, 0.001], [0.001, 0.001, 0.005], [0.010, 0.001, 0.009], [-0.008, -0.013, -0.001], [-0.005, -0.003, 0.007], [0.012, -0.012, -0.008], [-0.001, -0.009, -0.028], [0.051, 0.018, 0.025], [0.064, -0.019, -0.047], [0.083, 0.005, 0.060], [-0.004, -0.001, -0.021], [-0.016, -0.003, 0.009], [-0.027, -0.001, -0.007], [-0.007, -0.007, 0.048], [0.070, 0.130, 0.047], [-0.016, -0.183, 0.116]], "energy_ha": -3372.95260, "gap_ev": [6.68, 6.68], "max_force_ha_per_bohr": 0.0198, "e_homo_ev": [-2.60, -2.61], "charge": -2, "s2": 0.75, "multiplicity": 2}

=====

{"formula": "C2H4N4O2", "method": "the ωB97M-V functional and the def2-TZVPD basis", "species": ["C", "C", "H", "H", "H", "H", "N", "N", "N", "N", "O", "O"], "coordinates": [[-1.596, -0.299, 0.509], [0.929, 0.577, -0.286], [-2.563, -1.203, 0.536], [-2.175, 1.040, 0.667], [-0.496, -0.574, 1.685], [1.141, 2.717, -0.005], [0.246, -0.346, -1.126], [1.964, -1.333, 0.062], [2.062, -0.069, 0.185], [0.730, 1.825, -0.643], [-1.121, -0.669, -0.939], [0.879, -1.666, -0.644]], "forces_ev_per_a": [[-1.984, -0.875, 0.756], [-0.019, 3.590, -3.671], [3.109, 3.096, 0.474], [2.256, -4.423, -0.728], [-3.150, 0.749, -3.632], [-0.676, -3.827, -2.108], [-1.201, -3.393, 0.717], [-0.336, 2.339, -0.782], [0.589, -1.944, 2.154], [0.430, 0.911, 3.749], [0.953, 2.664, 3.277], [0.026, 1.112, -0.207]], "energy_ha": -447.70562, "gap_ev": 9.00, "max_force_ha_per_bohr": 0.0998, "e_homo_ev": -9.97, "charge": 0}